# C43H74BBrFI2N4O12P3

A cluster of 3 separate species, C43H74BBrFI2N4O12P3 in total at a distorted geometry (ωB97M-V/def2-TZVPD, the Open Molecules 2025 dataset).

Positions of all 141 atoms, in Å:
C 3.36 -1.80 -2.16
C 4.45 -0.76 -2.75
C 3.94 0.77 -2.55
C 3.75 1.48 -3.98
C 2.24 1.93 -4.32
C 1.10 0.96 -3.77
C 0.62 -0.33 -4.50
B 1.32 -0.80 -5.91
O 2.65 -1.42 -5.87
N 0.68 -0.63 -7.26
C 0.01 0.71 -7.28
C -0.30 -1.73 -7.54
C -0.53 -1.25 -3.97
C -1.22 -0.85 -2.65
C -0.73 0.42 -1.87
C 0.42 1.35 -2.41
P 0.84 2.87 -1.37
O 2.48 3.35 -1.58
I -0.46 4.70 -2.48
C -1.49 0.73 -0.47
O -0.87 1.05 0.58
C -3.09 0.53 -0.54
C -3.58 -0.74 -1.33
C -5.12 -1.06 -1.49
C -5.54 -2.34 -2.33
C -5.38 -2.13 -3.95
N -4.17 -2.85 -4.49
N -5.33 -0.68 -4.33
N -6.57 -2.80 -4.63
C -6.13 -0.05 -0.82
C -7.71 -0.38 -0.96
C -8.11 -0.18 -2.50
F -8.05 -1.69 -0.43
C -5.62 1.22 -0.04
C -6.70 2.20 0.62
C -7.66 2.95 -0.43
C -6.96 3.34 -1.82
Br -8.48 3.81 -3.08
C -4.09 1.55 0.12
C -3.54 2.86 0.87
I -3.86 2.67 3.04
C -4.17 4.24 0.27
C -3.05 5.44 0.27
C -2.45 -1.68 -2.00
O -2.49 -2.93 -1.98
H 2.35 -1.64 -2.67
H 3.26 -1.68 -1.02
H 3.77 -2.86 -2.39
H 5.45 -0.85 -2.20
H 4.64 -0.99 -3.85
H 3.04 0.85 -1.85
H 4.80 1.33 -2.02
H 4.17 0.86 -4.85
H 4.38 2.45 -3.96
H 1.99 3.01 -4.01
H 2.14 1.93 -5.48
H 3.22 -0.83 -6.42
H 0.74 1.57 -7.09
H -0.42 0.86 -8.33
H -0.88 0.78 -6.55
H -0.32 -1.86 -8.69
H -0.06 -2.72 -7.04
H -1.35 -1.33 -7.25
H -0.86 -2.18 -4.55
H 2.99 2.96 -0.83
H -4.94 -3.29 -2.07
H -6.65 -2.64 -2.19
H -4.30 -2.79 -5.52
H -4.36 -3.85 -4.29
H -4.55 -0.60 -5.01
H -6.20 -0.46 -4.86
H -7.42 -2.24 -4.48
H -6.73 -3.70 -4.14
H -8.35 0.37 -0.35
H -7.24 0.37 -3.02
H -9.00 0.56 -2.54
H -8.43 -1.13 -3.04
H -6.28 2.98 1.33
H -7.40 1.52 1.26
H -7.98 3.95 0.06
H -8.63 2.40 -0.68
H -6.40 2.49 -2.34
H -6.35 4.31 -1.75
H -2.40 2.99 0.75
H -4.99 4.59 0.98
H -4.49 4.13 -0.82
H -2.00 5.07 0.54
H -3.33 6.23 1.06
H -3.06 5.92 -0.78
C 0.08 3.41 2.64
C 0.40 3.43 4.12
O 1.60 2.72 4.41
P 3.06 3.41 4.00
O 2.81 4.72 4.75
O 4.04 2.76 5.18
C 4.93 3.64 5.87
C 4.35 4.02 7.23
O 3.42 2.03 3.06
C 3.14 0.71 3.53
C 1.97 0.12 2.76
H 0.96 3.63 2.03
H -0.71 4.12 2.40
H -0.27 2.42 2.33
H 0.45 4.45 4.48
H -0.41 2.94 4.67
H 5.15 4.53 5.27
H 5.89 3.12 6.00
H 3.29 4.26 7.18
H 4.89 4.87 7.65
H 4.46 3.18 7.92
H 2.94 0.69 4.61
H 4.03 0.10 3.36
H 1.06 0.70 2.91
H 1.77 -0.90 3.08
H 2.17 0.13 1.69
C 2.41 -4.04 4.02
C 3.69 -4.41 3.29
O 4.83 -4.26 4.12
P 5.10 -5.37 5.34
O 5.04 -6.60 4.42
O 6.76 -5.34 5.41
C 7.46 -6.58 5.46
C 8.01 -6.93 4.08
O 5.11 -4.08 6.46
C 5.78 -2.85 6.18
C 4.77 -1.75 5.93
H 2.37 -4.48 5.02
H 1.53 -4.37 3.45
H 2.34 -2.95 4.13
H 3.62 -5.43 2.90
H 3.82 -3.76 2.42
H 6.82 -7.38 5.84
H 8.29 -6.48 6.17
H 7.29 -6.75 3.29
H 8.31 -7.98 4.05
H 8.89 -6.32 3.86
H 6.47 -2.94 5.35
H 6.37 -2.60 7.07
H 4.15 -1.97 5.06
H 5.26 -0.80 5.76
H 4.08 -1.65 6.78

Summary:
Kohn-Sham gap ... 0.2557 Eh
Spin multiplicity ... 1
HOMO energy ... -8.7 eV
SMILES string ... CCCCCc1c(B(O)N(C)C)cc2c(c1P(O)I)C(=O)c1c(c(CC(N)(N)N)c([C@@H](C)F)c(CCCBr)c1[C@H](I)CC)C2=O.CCOP(=O)(OCC)OCC.CCOP(=O)(OCC)OCC
Net charge ... 0